1.
Molecular formula: C6H9NO
Method: DFT, ωB97M-V/def2-TZVPD

Computed properties:
HOMO, eV: -6.74
Energy, eV: -9900.7101
LUMO, eV: 0.67
SMILES string: CC(C)=CC1=C(N)O1
Frontier orbital gap, eV: 7.417

Geometry as XYZ:
```
17
Properties=species:S:1:pos:R:3:forces:R:3
O 1.956 -1.103 -0.192 1.0 -0.8 -0.5
N 3.801 0.534 -0.403 1.5 -2.3 -1.9
C -2.498 0.804 0.146 0.8 -0.3 2.2
C -1.289 -0.011 0.089 3.2 -0.2 0.7
C 2.504 0.138 -0.362 -0.3 0.2 1.2
C -0.101 0.632 -0.035 0.2 1.5 -0.4
C 1.281 0.286 0.071 -0.8 0.0 -0.6
C -1.395 -1.458 0.391 0.0 -0.7 0.7
H -2.965 0.615 -0.734 -2.2 0.0 -2.6
H -2.063 -2.050 -0.165 -1.3 -0.1 -1.7
H -1.775 -1.739 1.355 -0.4 0.8 1.2
H -0.111 1.734 -0.277 -0.4 -1.0 0.5
H -0.548 -2.089 0.362 1.7 0.1 -0.4
H 4.012 1.495 -0.504 -0.3 1.1 0.0
H -3.071 0.401 0.983 -0.4 0.4 0.0
H -2.224 1.832 0.299 -0.4 0.5 -0.1
H 4.486 -0.020 -1.025 -1.9 0.8 1.5
```
Forces are in eV/Å.

***

2.
Molecular formula: HgI4
Method: DFT, ωB97M-V/def2-TZVPD

Computed properties:
HOMO, eV: -1.85
Energy, eV: -36584.1175
LUMO, eV: 5.05
Charge: -2
Frontier orbital gap, eV: 6.904

Geometry as XYZ:
```
5
Properties=species:S:1:pos:R:3:forces:R:3
Hg -0.030 -0.031 -0.028 0.1 0.1 0.0
I -1.836 -1.900 -1.197 0.0 0.1 -0.1
I -1.438 0.930 2.246 0.0 0.0 0.1
I 0.859 2.393 -1.327 -0.1 -0.1 -0.1
I 2.445 -1.393 0.306 0.0 0.0 0.1
```
Forces are in eV/Å.